(1)
Here is a cluster of 2 separate species, C4H11N2S in total from OMol25. Energies are from ωB97M-V/def2-TZVPD.

```
18
Properties=species:S:1:pos:R:3:forces:R:3:mulliken_charge:R:1
C -0.044915 -0.127607 -2.155920 -1.31 -1.17 0.39 0.056
C -0.927562 -1.113420 -1.858796 1.42 0.31 -0.15 -0.327
N -1.229724 -1.531317 -0.546137 -0.33 -0.59 0.09 -0.427
N 0.269027 0.184148 -3.501494 0.69 1.57 -0.45 -0.580
H 0.481951 0.409406 -1.370267 -0.05 -0.11 -0.13 0.242
H -1.318762 -1.723292 -2.705669 -0.06 0.50 0.73 0.165
H -0.524918 -1.257995 0.182265 -0.32 0.17 -0.59 0.003
H -1.395703 -2.536034 -0.487694 0.08 0.42 -0.11 0.211
H 0.494244 1.197837 -3.595653 -0.39 -1.23 -0.04 0.222
H -0.487791 -0.044961 -4.134237 0.05 0.09 0.06 0.218
C -0.204734 2.140674 2.313224 -0.06 -0.76 -1.15 -0.964
C 0.124198 0.678882 2.592342 0.46 0.00 0.90 -0.468
S 1.044754 -0.267923 1.374530 0.34 0.09 -0.34 -0.690
H -0.736199 2.178159 1.313959 0.54 0.36 1.11 0.217
H 0.733028 2.693260 2.294027 -0.09 0.32 -0.28 0.241
H -0.826283 2.491913 3.134727 -0.24 0.38 -0.07 0.335
H -0.803022 0.194978 2.841790 -0.62 -0.47 -0.01 0.320
H 0.710340 0.642503 3.522582 -0.12 0.11 0.02 0.229
```
Forces are in eV/Å.

## Properties
LUMO level in eV: 3.99
HOMO-LUMO gap in eV: 6.6
Energy relative to the best compared isomer or geometry (same formula, charge and spin) in kJ/mol: 111.8
E_HOMO in eV: -2.6
F_max in eV/A: 1.8
Spin multiplicity: 1
Net charge: -1

***

(2)
Here is the molecule C4H11N2S from OMol25. Energies are from ωB97M-V/def2-TZVPD.

```
18
Properties=species:S:1:pos:R:3:forces:R:3:mulliken_charge:R:1
C 1.153400 0.321295 -0.384341 -0.91 -0.91 0.68 -0.650
N -0.207428 -0.254114 -0.275553 -0.69 -0.34 0.20 -0.301
C -0.404622 -1.488089 0.503210 0.72 0.65 -0.10 -0.533
C -1.891331 -1.728265 0.756034 -0.07 0.80 0.05 -0.715
S -2.287552 -3.451739 1.033981 -0.25 0.50 0.25 -0.097
C 1.146235 1.788582 0.118402 0.12 -1.18 -0.79 -0.538
N 0.931743 2.762985 -0.996633 -0.14 -1.13 0.82 -0.645
H 1.780059 -0.286209 0.280374 0.17 0.13 -0.19 0.313
H 1.478749 0.144065 -1.412524 0.47 0.46 0.03 0.403
H -0.677303 -0.402784 -1.158115 0.31 0.27 -0.21 0.227
H 0.081052 -1.341183 1.471034 0.01 -0.03 0.05 0.327
H 0.096814 -2.363790 0.060377 -0.35 0.03 -0.08 0.368
H -2.532773 -1.372360 -0.063840 0.28 -0.47 -0.46 0.305
H -2.243878 -0.967971 1.496536 0.18 -1.05 0.17 0.356
H 2.066723 1.943782 0.678585 0.12 0.53 -0.21 0.302
H 0.322550 1.709662 0.818389 -0.14 0.83 0.21 0.307
H 1.262368 2.204513 -1.778788 0.14 0.64 -0.42 0.270
H -0.074803 2.781626 -1.147133 0.03 0.25 0.01 0.304
```
Forces are in eV/Å.

## Properties
LUMO level (alpha / beta) in eV: 1.00 / -1.99
HOMO-LUMO gap (alpha / beta) in eV: 9.9 / 6.9
Energy relative to the best compared isomer or geometry (same formula, charge and spin) in kJ/mol: 86.4
E_HOMO (alpha / beta) in eV: -8.9 / -8.9
F_max in eV/A: 1.5
Spin multiplicity: 2

***

(3)
Here is a cluster of 2 separate species, C4H11N2S in total from OMol25. Energies are from ωB97M-V/def2-TZVPD.

```
18
Properties=species:S:1:pos:R:3:forces:R:3:mulliken_charge:R:1
C 0.739222 -0.786327 0.810242 -3.87 -0.04 -0.79 -0.414
C 0.086020 -1.853676 -0.156361 -0.37 -1.52 1.21 -0.518
C 0.227052 0.141890 -1.304483 0.15 -0.19 -2.44 0.126
C 1.165942 1.710534 0.306451 0.83 2.16 -0.69 -0.987
N 0.677189 0.430697 -0.132235 1.52 -0.01 2.80 -0.018
N -0.018593 -1.129578 -1.412439 -1.00 -2.71 -2.08 -0.120
S -2.363373 0.504747 0.632728 0.61 -1.23 -0.55 -0.292
H -0.048920 -0.588636 1.607910 1.28 -0.04 -0.78 0.294
H 1.636869 -1.133348 1.294718 0.83 0.69 -0.50 0.411
H 0.684559 -2.841212 -0.207542 -0.89 1.75 -0.25 0.315
H -0.996212 -2.113410 0.122972 1.69 0.27 0.03 0.283
H 0.144687 0.779696 -2.251417 0.09 -0.47 1.97 0.328
H 0.805439 2.027958 1.320902 0.19 -0.65 -0.94 0.346
H 2.307052 1.776961 0.285622 -1.53 -0.30 0.13 0.317
H 0.785818 2.460992 -0.454245 0.52 -0.62 1.03 0.337
H -0.434201 -1.656607 -2.232441 0.79 1.56 1.27 0.264
H -3.631631 0.568683 1.050902 0.10 0.98 0.19 0.182
H -1.766915 1.700641 0.718713 -0.95 0.37 0.39 0.147
```
Forces are in eV/Å.

## Properties
LUMO level in eV: -3.12
HOMO-LUMO gap in eV: 10.3
Energy relative to the best compared isomer or geometry (same formula, charge and spin) in kJ/mol: 101.1
E_HOMO in eV: -13.4
F_max in eV/A: 3.9
Spin multiplicity: 1
Net charge: +1

***

(4)
Here is a cluster of 2 separate species, C4H11N2S in total from OMol25. Energies are from ωB97M-V/def2-TZVPD.

```
18
Properties=species:S:1:pos:R:3:forces:R:3:mulliken_charge:R:1
C -0.633933 -0.974524 -0.340062 -0.29 0.25 -0.70 -0.514
C -1.778041 -0.724220 0.620542 0.67 -1.72 2.92 -0.462
C -0.381319 1.106810 0.451306 -1.79 1.00 3.01 -0.022
C 0.723004 0.670502 -1.612266 -0.02 1.00 -0.16 -0.818
N 0.042785 0.313470 -0.408951 -0.18 -1.13 -2.44 0.091
N -1.314447 0.537565 1.243689 -1.69 1.38 0.47 -0.234
S 2.398872 0.095475 1.117230 -1.30 3.26 1.26 -0.303
H 0.119685 -1.690880 -0.084113 0.13 -0.69 0.55 0.302
H -0.996748 -1.206406 -1.318191 -0.16 -0.33 -0.71 0.311
H -2.796335 -0.714164 0.220991 0.35 0.42 -0.21 0.338
H -1.767544 -1.512924 1.465442 -0.17 1.09 -1.46 0.269
H 0.064629 2.070352 0.611798 -0.28 0.43 0.03 0.448
H 1.588592 0.081355 -1.721043 1.16 -0.78 -0.14 0.349
H 0.005065 0.356076 -2.371286 0.34 0.83 -0.60 0.309
H 1.046450 1.741729 -1.577106 -0.65 -0.93 -0.38 0.319
H -2.017581 1.084559 1.802121 1.52 -0.59 -0.77 0.299
H 3.464382 -0.123813 0.508926 2.79 -0.49 -1.44 0.178
H 2.232485 -1.110960 1.390973 -0.43 -2.98 0.78 0.142
```
Forces are in eV/Å.

## Properties
LUMO level in eV: -3.29
HOMO-LUMO gap in eV: 10.0
Energy relative to the best compared isomer or geometry (same formula, charge and spin) in kJ/mol: 113.3
E_HOMO in eV: -13.3
F_max in eV/A: 3.7
Spin multiplicity: 1
Net charge: +1

***

(5)
Here is a cluster of 2 separate species, C4H11N2S in total from OMol25. Energies are from ωB97M-V/def2-TZVPD.

```
18
Properties=species:S:1:pos:R:3:forces:R:3:mulliken_charge:R:1
C -1.549496 -1.067222 0.442315 0.11 0.01 0.12 -0.736
C -2.396761 0.055996 -0.134825 2.36 2.57 1.35 -0.476
C 0.232154 0.491507 0.413072 -0.74 2.45 -1.10 0.686
C 1.286690 1.290256 1.093008 1.28 -0.56 0.59 -1.161
N 1.219407 0.099538 -1.372418 1.51 -0.43 -3.28 -0.773
N -0.150051 -0.676912 0.787488 -1.75 -1.80 0.99 -0.185
S -1.108715 1.508641 -0.251819 -0.27 -1.58 0.68 -0.058
H -2.068527 -1.359669 1.313587 -0.12 -0.59 1.31 0.362
H -1.481854 -1.930946 -0.173872 -0.18 -0.60 -0.86 0.369
H -2.688215 -0.012946 -1.113154 -0.71 -0.87 -2.40 0.352
H -3.251605 0.443319 0.431156 0.51 -0.44 0.32 0.373
H 1.409253 0.692602 2.035801 -0.24 1.70 -0.02 0.297
H 1.066150 2.386508 1.064821 -0.12 -1.14 0.87 0.340
H 2.305371 1.235548 0.703186 -0.24 -0.32 -0.59 0.356
H 0.654121 -0.337262 -2.138499 -0.14 0.32 1.03 0.324
H 2.060867 -0.571212 -1.428292 -1.09 1.68 0.44 0.307
H 0.378955 -1.365514 1.357332 -0.28 1.11 -0.62 0.287
H 1.464322 1.008662 -1.883660 0.13 -1.50 1.16 0.335
```
Forces are in eV/Å.

## Properties
LUMO level in eV: -3.10
HOMO-LUMO gap in eV: 10.4
Energy relative to the best compared isomer or geometry (same formula, charge and spin) in kJ/mol: 115.6
E_HOMO in eV: -13.5
F_max in eV/A: 3.7
Spin multiplicity: 1
Net charge: +1

***

(6)
Here is the ion C4H11N2S with charge +1 from OMol25. Energies are from ωB97M-V/def2-TZVPD.

```
18
Properties=species:S:1:pos:R:3:forces:R:3:mulliken_charge:R:1
C 0.068840 1.480256 1.412418 1.68 4.83 0.82 -0.498
C -0.380903 -0.661864 0.584440 0.14 -1.22 -3.68 0.384
C -0.424440 -1.131935 -2.042147 -2.84 -1.06 -2.20 -1.439
C -0.194531 -0.149403 -0.865978 3.32 -4.12 0.28 -0.178
N -0.426189 0.169261 1.552266 -1.47 -0.56 2.07 -0.111
N 1.349064 1.405683 0.622844 -3.22 1.01 0.56 -0.524
S -0.505111 -2.319134 0.882313 -0.73 0.23 3.50 -0.129
H -0.559371 2.326058 0.935601 0.32 -1.98 0.36 0.309
H 0.149879 1.908762 2.519526 0.27 -1.00 -2.17 0.331
H -1.402511 -1.829456 -2.090287 1.81 1.59 1.08 0.364
H 0.369648 -1.889025 -2.275041 -0.29 1.25 0.15 0.442
H -0.752344 -0.501123 -2.991666 1.51 -1.12 1.80 0.297
H -0.806708 0.630821 -0.990284 -2.28 3.25 -0.25 0.403
H 0.882483 0.241170 -0.878320 -1.76 -0.63 -0.22 0.441
H -0.750235 -0.145539 2.496001 0.67 0.37 -1.11 0.338
H 1.636260 2.258487 0.187594 0.03 0.54 0.10 0.232
H 2.022004 1.030958 1.187694 2.47 -0.86 1.61 0.178
H -0.275836 -2.823979 -0.246974 0.36 -0.51 -2.69 0.161
```
Forces are in eV/Å.

## Properties
LUMO level in eV: -4.23
HOMO-LUMO gap in eV: 9.6
Energy relative to the best compared isomer or geometry (same formula, charge and spin) in kJ/mol: 202.4
E_HOMO in eV: -13.9
F_max in eV/A: 5.3
Spin multiplicity: 1
Net charge: +1